DFT (ωB97M-V with the def2-TZVPD basis set) results for a cluster of 9 separate species, C7H28O8 in total.

Cartesian coordinates (Å):
O -0.315 1.676 -3.678
O -1.490 2.939 0.693
O -0.944 0.472 3.866
O 3.213 0.994 0.894
O 0.826 2.036 1.363
O 1.289 0.903 -1.993
O -2.060 2.465 -1.609
O -3.225 -0.362 -1.960
C 0.851 -2.414 1.115
C 0.446 -1.802 -0.211
C 2.315 -2.148 1.587
C -1.553 -0.670 0.626
C -2.359 -1.497 1.282
C 1.488 -1.922 -1.296
C -0.644 -1.063 -0.472
H -2.555 2.608 -2.421
H -1.519 0.372 0.910
H 0.356 2.271 -4.016
H 2.303 -1.185 -1.239
H -1.627 3.531 -0.051
H -3.069 -1.114 1.993
H 0.985 1.812 -1.942
H -0.592 1.315 4.164
H -2.019 2.182 0.424
H -2.742 0.015 -1.216
H 0.870 -3.507 0.944
H -0.712 -0.624 -1.452
H 0.064 0.803 -3.835
H -3.531 -1.225 -1.657
H 0.117 -2.189 1.893
H 2.307 -1.544 2.488
H 3.149 1.373 1.784
H -2.442 -2.538 1.030
H 0.179 2.735 1.445
H -1.154 2.258 -1.894
H 0.797 1.362 0.692
H -0.487 0.357 3.020
H 1.907 -2.910 -1.458
H 3.437 0.096 1.192
H 2.739 -1.801 0.658
H 1.062 -1.626 -2.273
H 2.935 -3.036 1.706
H 1.405 0.600 -1.094

For the energy relative to the best compared isomer or geometry (same formula, charge and spin), the calculation gives 3.0855 eV. As for the total charge: 0. Its SMILES is C=C/C=C(/C)CC.O.O.O.O.O.O.O.O. As for the electronic energy: -24091.036 eV. As for the HOMO energy: -9.16 eV.

Mulliken population analysis, charges in e, atoms 1 to 6: -0.652 -0.675 -0.629 -0.586 -0.573 -0.602

***

DFT (ωB97M-V with the def2-TZVPD basis set) results for a cluster of 9 separate species, C7H29NO8 in total.

Cartesian coordinates (Å):
O 2.362 -1.618 0.744
O 2.450 1.192 -2.762
O 3.155 -1.202 -2.199
O 1.833 1.513 2.072
O 2.368 2.561 -0.469
O 2.298 -1.734 3.799
O 0.173 2.208 -4.369
O -0.428 -2.171 3.594
N -1.727 0.609 2.441
C -1.338 -1.481 0.185
C -2.250 -2.393 -0.600
C -3.257 1.174 -1.575
C -1.865 0.598 -1.350
C -1.681 -0.019 0.061
C -4.358 0.654 -1.040
C -1.798 0.843 1.081
H 2.103 2.185 0.392
H -1.118 -0.147 2.704
H 2.258 3.499 -0.373
H -2.103 1.199 3.154
H -0.311 1.545 -4.857
H 1.336 -1.829 3.830
H -3.326 -2.507 -0.401
H 3.115 1.689 -3.241
H -1.314 -2.083 3.967
H -1.843 -0.249 -2.032
H -0.322 -1.788 -0.095
H 1.420 -1.627 0.514
H 2.626 -1.825 -0.173
H 2.819 -0.434 -2.715
H 0.830 1.720 -3.852
H -2.272 -2.221 -1.674
H 2.465 1.472 -1.823
H 1.347 0.783 1.661
H 2.523 -1.622 2.878
H -4.314 -0.099 -0.262
H -0.422 -3.131 3.459
H 2.140 1.072 2.876
H -2.225 1.794 0.778
H -1.969 -3.432 -0.383
H 3.612 -1.798 -2.783
H -3.410 2.083 -2.136
H -5.351 0.952 -1.345
H -1.310 -1.688 1.259
H -1.108 1.355 -1.513

For the energy relative to the best compared isomer or geometry (same formula, charge and spin), the calculation gives 2.0589 eV. As for the total charge: 0. Its SMILES is C=CC/C(=C/N)CC.O.O.O.O.O.O.O.O. As for the electronic energy: -25598.555 eV. As for the HOMO energy: -7.82 eV.

Mulliken population analysis, charges in e, atoms 1 to 6: -0.630 -0.753 -0.630 -0.718 -0.654 -0.669

***

Number 1: maximum force 0.0561 Eh/bohr. Number 2: maximum force 0.0394 Eh/bohr.